{"formula": "C41H91N6O6", "method": "ωB97M-V/def2-TZVPD", "lumo_energy_ev": -6.20, "energy_ha": -2395.6913, "total_charge": 3, "mol_weight_g_mol": 764.21, "spin_multiplicity": 1, "e_above_lowest_kj_mol": 87.9, "elements": ["N", "O", "O", "O", "C", "C", "C", "N", "C", "C", "C", "C", "C", "H", "H", "H", "H", "H", "H", "H", "H", "H", "H", "H", "H", "H", "H", "H", "H", "H", "H", "C", "C", "C", "N", "C", "C", "C", "C", "C", "H", "H", "H", "H", "H", "H", "H", "H", "H", "H", "H", "H", "H", "H", "H", "H", "H", "H", "C", "C", "C", "N", "C", "C", "C", "C", "C", "H", "H", "H", "H", "H", "H", "H", "H", "H", "H", "H", "H", "H", "H", "H", "H", "H", "H", "C", "C", "C", "N", "C", "C", "C", "C", "C", "H", "H", "H", "H", "H", "H", "H", "H", "H", "H", "H", "H", "H", "H", "H", "H", "H", "H", "C", "C", "C", "N", "C", "C", "C", "C", "C", "H", "H", "H", "H", "H", "H", "H", "H", "H", "H", "H", "H", "H", "H", "H", "H", "H", "H", "O", "C", "O", "O", "H"], "coordinates": [[-0.16, -1.48, -0.63], [0.39, -2.41, -0.02], [-0.81, -1.69, -1.66], [0.02, -0.28, -0.27], [3.28, -0.84, 0.61], [4.65, -1.20, 1.17], [4.60, -2.35, 2.14], [5.88, -2.54, 2.95], [6.10, -1.34, 3.85], [7.08, -2.62, 1.99], [8.17, -3.44, 2.72], [7.45, -4.02, 3.96], [5.97, -3.76, 3.84], [3.24, -0.24, -0.30], [2.69, -0.33, 1.38], [2.86, -1.79, 0.27], [5.28, -0.38, 1.53], [5.16, -1.61, 0.30], [4.42, -3.31, 1.66], [3.83, -2.27, 2.92], [7.16, -1.11, 3.97], [5.78, -1.55, 4.87], [5.55, -0.48, 3.48], [7.31, -1.58, 1.76], [6.73, -3.17, 1.12], [8.86, -2.69, 3.10], [8.59, -4.32, 2.26], [7.81, -3.56, 4.88], [7.59, -5.09, 4.12], [5.39, -3.59, 4.74], [5.42, -4.46, 3.20], [-0.16, 2.31, 1.55], [-0.04, 2.47, 3.08], [-1.19, 3.28, 3.72], [-0.89, 3.72, 5.13], [-0.68, 2.59, 6.07], [0.28, 4.70, 5.16], [0.00, 5.65, 6.32], [-1.49, 5.90, 6.19], [-2.07, 4.57, 5.69], [-0.12, 3.28, 1.05], [-1.11, 1.84, 1.31], [0.59, 1.61, 1.18], [0.94, 2.80, 3.41], [-0.21, 1.44, 3.44], [-2.12, 2.72, 3.74], [-1.32, 4.17, 3.10], [0.33, 2.22, 5.93], [-1.42, 1.80, 5.90], [-0.75, 2.88, 7.11], [1.22, 4.19, 5.32], [0.21, 5.29, 4.24], [0.27, 5.08, 7.22], [0.58, 6.57, 6.34], [-1.94, 6.18, 7.14], [-1.68, 6.76, 5.54], [-2.54, 4.13, 6.56], [-2.81, 4.67, 4.90], [2.28, -1.38, -3.18], [1.95, 0.05, -2.85], [1.35, 0.85, -3.97], [0.95, 2.28, -3.58], [-0.30, 2.25, -2.76], [0.73, 3.04, -4.89], [2.14, 3.60, -5.29], [3.05, 3.19, -4.09], [2.11, 3.01, -2.96], [1.43, -2.03, -3.38], [2.66, -1.95, -2.33], [2.99, -1.45, -4.00], [2.92, 0.50, -2.63], [1.32, 0.27, -1.98], [0.46, 0.42, -4.45], [2.01, 0.94, -4.83], [-0.19, 1.81, -1.77], [-1.05, 1.60, -3.22], [-0.61, 3.29, -2.69], [0.04, 3.84, -4.62], [0.30, 2.28, -5.54], [1.95, 4.67, -5.33], [2.52, 3.09, -6.17], [3.77, 3.97, -3.85], [3.56, 2.28, -4.37], [1.70, 3.96, -2.60], [2.46, 2.54, -2.04], [-5.69, -0.61, 1.05], [-4.63, -1.53, 1.71], [-3.89, -1.03, 2.92], [-2.84, -2.03, 3.42], [-3.40, -3.45, 3.57], [-2.10, -1.56, 4.70], [-0.83, -2.35, 4.73], [-0.63, -2.90, 3.28], [-1.68, -2.17, 2.45], [-5.37, 0.41, 0.91], [-6.62, -0.62, 1.63], [-5.99, -1.11, 0.13], [-3.95, -1.75, 0.89], [-5.20, -2.41, 2.01], [-4.43, -0.85, 3.86], [-3.40, -0.06, 2.77], [-4.34, -3.26, 4.09], [-2.73, -3.97, 4.24], [-3.65, -3.87, 2.60], [-2.82, -1.66, 5.52], [-2.04, -0.48, 4.53], [-1.00, -3.14, 5.46], [0.05, -1.77, 5.00], [-0.57, -3.98, 3.31], [0.35, -2.59, 2.91], [-1.94, -2.72, 1.55], [-1.32, -1.16, 2.24], [-1.89, -0.85, -8.51], [-2.66, -0.04, -7.45], [-3.44, -0.92, -6.51], [-4.03, -0.37, -5.24], [-4.80, 0.91, -5.56], [-5.00, -1.40, -4.70], [-4.91, -1.26, -3.18], [-3.41, -1.15, -2.99], [-3.02, -0.18, -4.11], [-1.42, -0.12, -9.17], [-2.61, -1.41, -9.11], [-1.18, -1.58, -8.13], [-3.35, 0.60, -8.00], [-2.00, 0.60, -6.86], [-2.86, -1.79, -6.15], [-4.23, -1.44, -7.06], [-4.03, 1.57, -5.94], [-5.16, 1.31, -4.62], [-5.55, 0.60, -6.28], [-5.99, -1.33, -5.15], [-4.62, -2.37, -5.02], [-5.39, -0.44, -2.65], [-5.38, -2.16, -2.77], [-3.27, -0.82, -1.96], [-2.93, -2.13, -3.01], [-3.04, 0.84, -3.73], [-1.99, -0.38, -4.43], [-0.43, -2.93, -4.36], [-0.36, -2.43, -5.64], [-0.28, -1.14, -5.70], [-0.39, -3.20, -6.59], [-0.42, -2.17, -3.78]]}